Here is C12H9Cl2N3S in the gas phase in a non-equilibrium geometry from OMol25. Energies are from ωB97M-V/def2-TZVPD.

Geometry (Å):
S1 3.424 -0.623 -1.496
Cl1 -3.001 -3.470 0.837
Cl2 -1.129 -3.506 -1.926
N1 1.366 2.882 2.723
N2 1.633 1.861 1.909
C1 2.648 -0.060 -0.127
C2 0.773 4.009 2.260
C3 1.253 1.919 0.585
C4 0.444 4.159 0.917
C5 0.704 3.099 0.066
C6 -1.662 -1.185 1.341
C7 -0.673 -0.224 1.133
C8 -0.112 -1.277 -0.961
C9 -1.850 -2.223 0.436
C10 -1.060 -2.268 -0.724
C11 0.153 -0.257 -0.021
N3 3.182 -0.466 1.072
C12 1.324 0.687 -0.300
H1 0.567 4.794 2.953
H2 -0.038 5.093 0.586
H3 0.421 3.245 -0.967
H4 -2.192 -1.151 2.265
H5 -0.561 0.540 1.934
H6 0.446 -1.314 -1.869
H7 2.895 -0.023 1.946
H8 4.088 -0.932 1.031
H9 1.246 0.981 -1.316

Computed properties:
Electronic energy: -52939.557 eV
Energy above the lowest of the compared OMol25 structures with the same formula, charge and spin: 0.000 eV
Charge: 0
SMILES string: NC(=S)[C@@H](c1ccc(Cl)c(Cl)c1)c1cccnn1
Kohn-Sham gap: 8.315 eV

=====

Here is C7H16BrO3Ti as an isolated structure in a non-equilibrium geometry from OMol25. Energies are from ωB97M-V/def2-TZVPD.

Geometry (Å):
Ti1 -12.596 -17.643 -2.331
C1 -12.926 -14.157 -0.590
C2 -12.422 -15.425 0.083
O1 -11.784 -16.245 -0.810
H1 -13.293 -13.409 0.145
H2 -13.827 -14.348 -1.181
H3 -12.183 -13.622 -1.181
H4 -13.287 -15.928 0.555
H5 -11.726 -15.168 0.910
C3 -11.491 -20.306 -1.684
C4 -10.240 -19.697 -2.297
O2 -10.386 -18.383 -2.638
H6 -11.396 -21.223 -1.096
H7 -12.239 -20.475 -2.472
H8 -11.946 -19.496 -1.104
H9 -9.946 -20.361 -3.152
H10 -9.375 -19.792 -1.596
Br1 -12.824 -16.899 -5.014
C5 -15.760 -17.298 -0.057
C6 -15.857 -18.075 -1.341
O3 -14.852 -18.235 -2.156
C7 -17.052 -18.986 -1.401
H11 -14.855 -16.696 -0.026
H12 -15.729 -18.016 0.802
H13 -16.637 -16.653 0.060
H14 -18.017 -18.476 -1.440
H15 -17.010 -19.606 -0.468
H16 -16.951 -19.665 -2.249

Computed properties:
Electronic energy: -106817.638 eV
<S²>: 3.76
Energy above the lowest of the compared OMol25 structures with the same formula, charge and spin: 0.000 eV
Multiplicity: 4
Charge: -2
Kohn-Sham gap (spin up / spin down): 4.260 / 6.829 eV

=====

Here is C16H22N2O in the gas phase from OMol25. Energies are from ωB97M-V/def2-TZVPD.

Geometry (Å):
C1 -5.062 -0.469 1.913
C2 -4.154 -0.627 0.732
C3 -4.330 -1.690 -0.145
C4 -3.499 -1.841 -1.235
C5 -2.477 -0.937 -1.467
C6 -2.287 0.132 -0.600
C7 -3.130 0.291 0.510
C8 -2.927 1.444 1.447
H1 -2.725 1.084 2.456
H2 -2.092 2.054 1.118
H3 -3.820 2.066 1.488
O1 -1.324 1.095 -0.759
C9 -0.304 0.923 -1.715
H4 0.159 1.911 -1.793
C10 0.738 -0.119 -1.292
C11 1.402 0.230 0.042
C12 2.391 1.394 -0.025
H5 2.648 1.689 0.995
H6 1.931 2.254 -0.513
C13 3.688 1.049 -0.768
N1 4.419 0.003 -0.108
C14 4.427 -1.316 -0.414
N2 5.146 -2.013 0.420
C15 5.630 -1.119 1.321
C16 5.189 0.136 1.013
H7 5.359 1.085 1.477
H8 6.262 -1.434 2.126
H9 3.904 -1.721 -1.258
H10 3.469 0.722 -1.788
H11 4.322 1.940 -0.823
H12 0.614 0.482 0.754
H13 1.920 -0.653 0.423
H14 0.242 -1.085 -1.183
H15 1.477 -0.210 -2.088
H16 -0.720 0.669 -2.698
H17 -1.845 -1.076 -2.329
H18 -3.639 -2.668 -1.915
H19 -5.124 -2.402 0.031
H20 -5.803 -1.265 1.936
H21 -4.494 -0.498 2.842
H22 -5.582 0.487 1.874

Computed properties:
Electronic energy: -21976.790 eV
Energy above the lowest of the compared OMol25 structures with the same formula, charge and spin: 1.573 eV
Charge: 0
SMILES string: Cc1cccc(OCCCCCn2ccnc2)c1C
Kohn-Sham gap: 9.142 eV

=====

Here is C10H12FeI2N3O as an isolated structure from OMol25. Energies are from ωB97M-V/def2-TZVPD.

Geometry (Å):
Fe1 -1.100 -1.470 -0.214
O1 0.855 -1.199 -0.420
C1 1.763 -0.328 -0.406
C2 3.144 -0.724 -0.399
C3 4.125 0.210 -0.349
C4 3.789 1.587 -0.335
C5 2.464 2.003 -0.368
C6 1.427 1.088 -0.395
C7 0.035 1.499 -0.415
N1 -1.057 0.725 -0.425
C8 -2.141 1.561 -0.437
C9 -1.716 2.856 -0.434
N2 -0.359 2.795 -0.416
H1 3.359 -1.784 -0.426
H2 5.164 -0.090 -0.327
H3 4.578 2.326 -0.308
H4 2.268 3.067 -0.377
H5 -3.152 1.198 -0.464
H6 -2.267 3.780 -0.440
H7 0.255 3.594 -0.414
I1 -4.058 -1.599 0.068
C10 -3.634 -1.384 2.149
I2 -1.533 -1.397 2.538
H8 -4.080 -2.216 2.681
H9 -4.032 -0.434 2.484
N3 -1.037 -3.628 -0.496
H10 -1.800 -4.117 -0.033
H11 -0.172 -4.030 -0.141
H12 -1.087 -3.889 -1.480

Computed properties:
Electronic energy: -67657.048 eV
<S²>: 8.80
Energy above the lowest of the compared OMol25 structures with the same formula, charge and spin: 0.000 eV
Multiplicity: 6
Charge: +2
Kohn-Sham gap (spin up / spin down): 8.104 / 6.209 eV

=====

Here is a 4-piece molecular cluster, C14H22N2O6 overall in a non-equilibrium geometry from OMol25. Energies are from ωB97M-V/def2-TZVPD.

Geometry (Å):
C1 5.099 -1.971 -1.834
C2 6.497 -1.345 -1.770
O1 7.278 -2.245 -0.923
C3 6.364 -3.031 -0.308
O2 6.698 -3.883 0.551
O3 5.121 -2.759 -0.726
H1 4.788 -2.460 -2.757
H2 4.361 -1.189 -1.653
H3 6.455 -0.325 -1.386
H4 6.708 -1.410 -2.837
C4 -6.474 5.725 -0.872
C5 -6.016 6.781 -1.856
O4 -4.912 7.404 -1.208
C6 -4.580 6.517 -0.207
O5 -3.731 6.678 0.673
O6 -5.528 5.619 -0.029
H5 -6.721 4.844 -1.464
H6 -7.220 6.151 -0.201
H7 -6.808 7.528 -1.912
H8 -5.815 6.233 -2.777
C7 1.555 2.735 1.162
C8 0.421 2.292 0.154
C9 -0.731 1.547 0.924
C10 -1.657 0.934 0.012
N1 -2.416 0.391 -0.642
H9 1.934 1.950 1.816
H10 1.135 3.559 1.738
H11 2.420 3.179 0.671
H12 0.793 1.547 -0.549
H13 0.043 3.206 -0.305
H14 -1.407 2.155 1.525
H15 -0.137 0.822 1.481
C11 -1.060 -4.528 1.803
C12 -0.520 -5.217 0.600
C13 0.023 -6.637 0.861
C14 1.105 -6.647 1.937
N2 1.896 -6.632 2.764
H16 -1.731 -5.178 2.365
H17 -1.385 -3.519 1.548
H18 -0.180 -4.384 2.429
H19 0.147 -4.583 0.015
H20 -1.409 -5.357 -0.014
H21 0.417 -7.237 0.041
H22 -0.820 -7.261 1.161

Computed properties:
Electronic energy: -30136.649 eV
Energy above the lowest of the compared OMol25 structures with the same formula, charge and spin: 2.521 eV
Charge: 0
SMILES string: O=C1OCCO1.O=C1OCCO1.CCCC#N.CCCC#N
Kohn-Sham gap: 10.959 eV

=====

Here is C6H3NS in the gas phase from OMol25. Energies are from ωB97M-V/def2-TZVPD.

Geometry (Å):
C1 0.585 0.430 0.008
C2 1.700 -1.421 0.006
C3 0.288 -1.825 -0.002
C4 -0.427 -0.687 -0.003
C5 -1.829 -0.493 -0.001
C6 -3.022 -0.333 0.000
H1 2.561 -2.113 -0.011
H2 -0.100 -2.831 -0.014
H3 -4.079 -0.175 0.012
N1 1.896 -0.139 -0.001
S1 0.286 2.005 -0.002

Computed properties:
Electronic energy: -18592.493 eV
Energy above the lowest of the compared OMol25 structures with the same formula, charge and spin: 0.000 eV
Charge: 0
SMILES string: C#CC1=CC=NC1=S
Kohn-Sham gap: 7.357 eV

=====

Which of these has the highest energy above the lowest of the compared OMol25 structures with the same formula, charge and spin?
C14H22N2O6

=====

What is the electronic energy in the first record?
-52939.557 eV

=====

What is the electronic energy in the second record?
-106817.638 eV